(1)
DFT (ωB97M-V/def2-TZVPD) results for C4H8N2O in the gas phase.

HOMO-LUMO gap = 8.13 eV
ΔE to the lowest compared entry with this formula, charge and spin = 281.53 kJ/mol
SMILES = C=C([NH3+])/N=C(\C)[O-]
HOMO level = -7.925 eV
E_LUMO = 0.2 eV

ORCA input file:
```
! wB97M-V def2-TZVPD RIJCOSX def2/J DEFGRID3
* xyz 0 1
C 1.340 0.163 -0.954
C 0.720 0.266 0.225
N 1.578 0.809 1.425
N -0.429 0.082 0.861
C -1.628 -0.378 0.416
C -1.762 -0.772 -1.049
O -2.572 -0.471 1.182
H 0.821 -0.199 -1.821
H 2.375 0.440 -1.071
H 0.683 0.700 2.061
H 2.358 0.198 1.659
H 1.897 1.765 1.280
H -1.545 0.082 -1.691
H -2.777 -1.115 -1.231
H -1.059 -1.569 -1.291
*
```


(2)
DFT (ωB97M-V/def2-TZVPD) results for 2 unconnected molecules or ions with the total composition CH6NO.

HOMO-LUMO gap = 10.41 eV
ΔE to the lowest compared entry with this formula, charge and spin = 376.16 kJ/mol
HOMO level = -15.389 eV
E_LUMO = -5.0 eV

ORCA input file:
```
! wB97M-V def2-TZVPD RIJCOSX def2/J DEFGRID3
* xyz 1 1
C -0.159 0.254 0.531
N 0.879 0.936 -0.215
O 0.418 -0.735 1.058
H -1.969 -1.455 -0.876
H -2.353 -0.872 -0.997
H 1.097 1.734 0.404
H 1.643 0.232 -0.269
H 0.732 1.204 -1.257
H -0.288 -1.298 1.620
*
```


(3)
DFT (ωB97M-V/def2-TZVPD) results for C19H22N2O3 in the gas phase.

HOMO-LUMO gap = 8.44 eV
ΔE to the lowest compared entry with this formula, charge and spin = 171.90 kJ/mol
SMILES = COc1ccc(OC)c(NC(=O)CN2CCc3ccccc3C2)c1
HOMO level = -7.756 eV
E_LUMO = 0.7 eV

ORCA input file:
```
! wB97M-V def2-TZVPD RIJCOSX def2/J DEFGRID3
* xyz 0 1
C -6.490 -2.228 0.413
O -5.154 -2.229 -0.021
C -4.435 -1.076 0.088
C -4.917 0.118 0.601
C -4.090 1.234 0.665
C -2.785 1.176 0.222
O -1.888 2.222 0.245
C -2.327 3.456 0.751
C -2.292 -0.038 -0.303
N -0.971 -0.040 -0.742
C -0.216 -1.060 -1.212
O -0.579 -2.205 -1.370
C 1.199 -0.598 -1.577
N 1.586 0.577 -0.818
C 2.626 1.371 -1.446
C 3.949 0.615 -1.595
C 4.313 -0.109 -0.326
C 5.598 -0.612 -0.161
C 5.948 -1.303 0.983
C 5.008 -1.502 1.981
C 3.728 -1.008 1.824
C 3.369 -0.312 0.676
C 1.971 0.245 0.545
C -3.115 -1.144 -0.364
H -6.860 -3.236 0.233
H -6.567 -2.002 1.482
H -7.098 -1.514 -0.152
H -5.930 0.209 0.959
H -4.495 2.148 1.070
H -1.473 4.127 0.672
H -3.159 3.860 0.165
H -2.628 3.377 1.801
H -0.483 0.846 -0.645
H 1.876 -1.455 -1.448
H 1.180 -0.343 -2.641
H 2.266 1.707 -2.422
H 2.777 2.254 -0.817
H 4.746 1.310 -1.869
H 3.864 -0.117 -2.405
H 6.328 -0.456 -0.943
H 6.951 -1.686 1.097
H 5.273 -2.043 2.877
H 2.989 -1.162 2.598
H 1.247 -0.467 0.949
H 1.899 1.163 1.142
H -2.743 -2.073 -0.761
*
```


(4)
DFT (ωB97M-V/def2-TZVPD) results for 2 unconnected molecules or ions with the total composition C3H3F3N.

HOMO-LUMO gap = 12.17 eV
ΔE to the lowest compared entry with this formula, charge and spin = 80.31 kJ/mol
HOMO level = -17.275 eV
E_LUMO = -5.1 eV

ORCA input file:
```
! wB97M-V def2-TZVPD RIJCOSX def2/J DEFGRID3
* xyz 1 1
C -1.319 -0.082 0.018
C 0.108 -0.053 0.064
C -4.448 0.023 -0.003
N -2.453 -0.158 -0.152
F -4.758 -1.144 -0.385
F -4.631 0.925 -0.823
F -4.536 0.323 1.233
H 0.614 -0.254 1.048
H 0.476 0.971 -0.105
H 0.153 -0.918 -0.527
*
```


(5)
DFT (ωB97M-V/def2-TZVPD) results for a molecular structure, C3H17BaNO4.

HOMO-LUMO gap = 6.63 eV
ΔE to the lowest compared entry with this formula, charge and spin = 0.00 kJ/mol
HOMO level = -15.056 eV
E_LUMO = -8.4 eV

ORCA input file:
```
! wB97M-V def2-TZVPD RIJCOSX def2/J DEFGRID3
* xyz 2 1
N -1.700 -0.448 -2.810
H -1.050 -0.376 -3.580
H -1.164 -0.248 -1.978
H -2.173 -1.338 -2.868
H -2.364 0.311 -2.878
Ba -1.906 2.801 -0.405
O -0.613 0.545 -0.630
H 0.139 0.791 -1.204
C 2.030 -1.910 0.320
O 1.705 -0.933 -0.688
H 2.057 -1.532 1.342
H 1.169 -2.572 0.409
H 2.932 -2.503 0.167
H 0.932 -0.412 -0.455
C -1.460 -1.696 1.666
O -0.751 -0.484 1.690
H -0.750 -2.518 1.571
H -2.154 -1.853 2.492
H -2.079 -1.602 0.775
H -0.701 -0.165 0.786
C 1.293 2.385 1.246
O 0.790 3.362 0.369
H 0.495 1.691 1.512
H 2.093 1.849 0.736
H 1.724 2.859 2.128
H 1.506 3.996 0.287
*
```


(6)
DFT (ωB97M-V/def2-TZVPD) results for 2 unconnected molecules or ions with the total composition C6H14N2O2.

HOMO-LUMO gap = 10.26 eV
ΔE to the lowest compared entry with this formula, charge and spin = 57.63 kJ/mol
SMILES = CNC(C)=O.CNC(C)=O
HOMO level = -9.623 eV
E_LUMO = 0.6 eV

ORCA input file:
```
! wB97M-V def2-TZVPD RIJCOSX def2/J DEFGRID3
* xyz 0 1
C -1.238 0.359 2.139
N -0.111 -0.564 2.000
C -0.347 -1.819 1.546
C 0.839 -2.752 1.542
O -1.433 -2.143 1.106
H -1.568 0.670 1.153
H -2.117 -0.131 2.560
H -0.913 1.201 2.744
H 0.696 -0.292 2.529
H 1.650 -2.431 2.180
H 0.488 -3.756 1.771
H 1.222 -2.794 0.515
C -1.221 1.199 -2.698
N -0.002 0.712 -2.088
C 0.860 1.528 -1.435
C 2.135 0.901 -0.967
O 0.590 2.686 -1.172
H -1.670 1.956 -2.063
H -1.048 1.654 -3.682
H -1.906 0.365 -2.834
H 0.283 -0.231 -2.279
H 1.961 0.615 0.078
H 2.418 -0.027 -1.466
H 2.998 1.566 -0.901
*
```


(7)
DFT (ωB97M-V/def2-TZVPD) results for a molecular structure, C3H4LiO3.

HOMO-LUMO gap (spin up / spin down) = 13.90 / 9.34 eV
ΔE to the lowest compared entry with this formula, charge and spin = 133.60 kJ/mol
<S²> = 0.7549
HOMO level (spin up / spin down) = -22.838 / -22.616 eV
E_LUMO (spin up / spin down) = -8.9 / -13.3 eV

ORCA input file:
```
! wB97M-V def2-TZVPD RIJCOSX def2/J DEFGRID3
* xyz 2 2
H -1.891 -0.459 1.274
O -0.239 0.665 0.442
C 1.117 0.620 0.167
O 1.758 -0.385 0.057
Li 3.491 -1.223 -0.326
O 1.604 1.797 0.102
C -1.043 -0.607 0.563
H -0.427 -1.502 0.461
H -0.891 -0.062 -1.562
C -1.347 0.201 -0.606
H -2.133 0.955 -0.572
*
```


(8)
DFT (ωB97M-V/def2-TZVPD) results for C3H6BClO2 in the gas phase.

HOMO-LUMO gap (spin up / spin down) = 7.14 / 8.61 eV
ΔE to the lowest compared entry with this formula, charge and spin = 30.53 kJ/mol
<S²> = 2.0049
HOMO level (spin up / spin down) = -6.586 / -10.484 eV
E_LUMO (spin up / spin down) = 0.6 / -1.9 eV

ORCA input file:
```
! wB97M-V def2-TZVPD RIJCOSX def2/J DEFGRID3
* xyz 0 3
B -0.010 -1.919 0.801
C 1.014 1.536 -0.116
C 0.160 0.281 -0.393
C -0.625 -0.453 0.488
O -0.786 -2.734 1.495
O 1.350 -1.999 0.832
Cl 2.359 1.268 0.601
H 1.293 2.067 -1.114
H 0.526 2.283 0.503
H 0.388 -0.143 -1.364
H -0.667 0.045 1.368
H -0.276 -3.542 1.697
H 1.908 -1.348 0.468
*
```


(9)
DFT (ωB97M-V/def2-TZVPD) results for a molecular structure, C23H18F4MoN2O5S.

HOMO-LUMO gap = 6.10 eV
ΔE to the lowest compared entry with this formula, charge and spin = 78.52 kJ/mol
HOMO level = -15.098 eV
E_LUMO = -9.0 eV

ORCA input file:
```
! wB97M-V def2-TZVPD RIJCOSX def2/J DEFGRID3
* xyz 2 1
Mo 0.078 -0.201 0.187
O -0.170 -0.485 1.862
C -1.051 -0.754 2.805
C -0.699 -0.913 4.145
C -1.675 -1.223 5.080
C -3.000 -1.376 4.684
C -3.363 -1.210 3.358
C -2.409 -0.874 2.385
C -2.782 -0.740 1.005
N -2.005 -0.361 0.046
C -2.509 -0.481 -1.314
C -1.540 0.176 -2.300
N -0.172 0.070 -1.809
C 0.783 0.172 -2.692
C 2.177 0.236 -2.417
C 3.120 0.329 -3.459
C 4.471 0.360 -3.180
C 4.921 0.324 -1.861
C 4.023 0.248 -0.807
C 2.659 0.193 -1.073
O 1.732 0.074 -0.149
H 0.342 -0.810 4.424
H -1.401 -1.343 6.117
H -3.747 -1.646 5.416
H -4.395 -1.329 3.066
H -3.815 -1.019 0.778
H -3.503 -0.028 -1.412
H -2.584 -1.555 -1.542
H -1.778 1.246 -2.388
H -1.651 -0.286 -3.288
H 0.511 0.241 -3.748
H 2.775 0.366 -4.483
H 5.190 0.410 -3.984
H 5.979 0.353 -1.646
H 4.353 0.200 0.222
F 0.422 5.862 1.365
C 0.166 4.605 1.052
C 0.239 4.196 -0.275
C 0.041 2.864 -0.577
C -0.245 1.899 0.404
C -0.442 2.390 1.712
C -0.197 3.708 2.047
H 0.455 4.917 -1.047
H 0.128 2.575 -1.619
H -0.777 1.737 2.509
H -0.280 4.045 3.069
F 0.449 -4.817 -2.647
C -0.151 -3.822 -2.051
F -0.186 -2.751 -2.872
F -1.410 -4.130 -1.770
S 0.691 -3.114 -0.544
O 0.883 -4.044 0.499
O 1.788 -2.344 -1.050
O -0.435 -2.137 -0.229
*
```